Below is a cluster of 12 separate species, C36H100N4O14 in total in a non-equilibrium geometry, with properties calculated with ωB97M-V with the def2-TZVPD basis set.

CARTESIAN COORDINATES (ANGSTROEM)
C1 -2.10 -5.82 -1.25
O1 -0.74 -5.74 -1.58
C2 -0.02 -6.84 -1.09
C3 1.43 -6.62 -1.43
C4 1.67 -6.61 -2.94
N1 2.25 -7.58 -0.68
H1 -2.62 -4.92 -1.59
H2 -2.28 -5.88 -0.16
H3 -2.60 -6.68 -1.71
H4 -0.15 -6.97 -0.01
H5 -0.39 -7.76 -1.59
H6 1.70 -5.62 -1.06
H7 2.71 -6.29 -3.12
H8 1.02 -5.89 -3.43
H9 1.57 -7.60 -3.37
H10 2.00 -8.53 -0.98
H11 3.22 -7.47 -0.97
C5 -0.08 -2.92 -1.40
O2 -0.02 -1.54 -1.38
C6 0.69 -1.03 -0.29
C7 -0.14 -0.81 0.95
C8 -1.21 0.20 0.61
N2 0.82 -0.32 1.96
H12 -0.86 -3.28 -2.05
H13 -0.20 -3.33 -0.38
H14 0.86 -3.37 -1.78
H15 1.59 -1.65 -0.09
H16 1.13 -0.07 -0.62
H17 -0.56 -1.76 1.28
H18 -1.82 0.46 1.48
H19 -1.92 -0.22 -0.11
H20 -0.81 1.11 0.18
H21 1.28 0.52 1.60
H22 0.27 0.00 2.76
C9 3.07 2.20 0.63
O3 1.74 2.46 1.03
C10 1.29 3.73 0.57
C11 0.00 4.08 1.26
N3 0.18 4.25 2.69
C12 -1.08 4.24 3.44
C13 -0.86 3.70 4.82
O4 -0.55 2.31 4.72
C14 -0.20 1.73 5.95
H23 3.21 1.13 0.41
H24 3.81 2.36 1.43
H25 3.37 2.73 -0.28
H26 1.09 3.69 -0.51
H27 2.07 4.50 0.70
H28 -0.76 3.33 1.01
H29 -0.39 5.01 0.82
H30 0.73 3.47 3.07
H31 -1.83 3.59 2.96
H32 -1.50 5.24 3.51
H33 -1.77 3.83 5.43
H34 -0.01 4.18 5.33
H35 -1.13 1.47 6.48
H36 0.38 2.35 6.65
H37 0.41 0.84 5.78
C15 -0.33 8.90 -7.26
O5 -0.79 8.07 -6.21
C16 -0.19 8.39 -5.00
C17 -0.95 7.79 -3.85
N4 -0.96 6.34 -3.90
C18 -1.56 5.75 -2.69
C19 -1.53 4.25 -2.80
O6 -0.14 3.89 -2.62
C20 0.23 2.53 -2.76
H38 -0.77 8.54 -8.18
H39 0.76 8.90 -7.32
H40 -0.69 9.94 -7.13
H41 -0.14 9.49 -4.86
H42 0.85 8.03 -4.99
H43 -1.96 8.19 -3.81
H44 -0.45 8.16 -2.93
H45 -0.01 6.01 -3.99
H46 -2.60 6.06 -2.68
H47 -1.02 6.11 -1.80
H48 -1.80 3.96 -3.82
H49 -2.14 3.83 -2.00
H50 1.22 2.38 -2.32
H51 0.25 2.36 -3.85
H52 -0.41 1.77 -2.29
C21 -3.72 1.00 4.01
C22 -2.91 -0.22 4.39
O7 -3.16 -1.29 3.45
H53 -4.79 0.83 4.00
H54 -3.43 1.31 3.00
H55 -3.46 1.80 4.71
H56 -3.22 -0.54 5.40
H57 -1.84 0.00 4.37
H58 -2.65 -2.07 3.74
C23 -1.48 -5.44 2.47
C24 -0.74 -4.22 2.91
O8 -1.47 -3.43 3.90
H59 -0.83 -5.98 1.77
H60 -2.38 -5.18 1.91
H61 -1.73 -6.08 3.31
H62 -0.51 -3.59 2.05
H63 0.21 -4.53 3.36
H64 -1.40 -3.90 4.73
C25 3.27 -5.24 1.59
C26 2.21 -4.21 1.38
O9 2.29 -3.24 2.42
H65 3.32 -5.62 2.60
H66 4.26 -4.83 1.33
H67 3.13 -6.07 0.89
H68 1.21 -4.68 1.37
H69 2.31 -3.76 0.38
H70 1.77 -2.45 2.20
C27 3.80 -3.70 -2.44
C28 4.60 -4.84 -1.85
O10 5.39 -5.53 -2.81
H71 2.99 -4.06 -3.08
H72 4.41 -3.09 -3.11
H73 3.39 -3.05 -1.67
H74 3.95 -5.58 -1.37
H75 5.25 -4.47 -1.03
H76 6.15 -4.97 -3.01
C29 1.48 -1.38 -4.06
C30 2.50 -1.58 -5.17
O11 3.60 -0.67 -5.02
H77 1.01 -0.40 -4.07
H78 1.99 -1.46 -3.10
H79 0.73 -2.18 -4.11
H80 2.08 -1.45 -6.18
H81 2.90 -2.59 -5.10
H82 3.29 0.22 -5.23
C31 -4.15 -1.95 -1.01
C32 -3.97 -2.18 0.46
O12 -4.77 -1.22 1.18
H83 -3.82 -0.95 -1.29
H84 -5.17 -2.16 -1.32
H85 -3.45 -2.60 -1.56
H86 -2.93 -1.98 0.75
H87 -4.18 -3.21 0.76
H88 -4.33 -1.11 2.05
C33 3.03 2.47 4.37
C34 3.67 1.92 5.64
O13 4.39 0.69 5.43
H89 2.46 1.72 3.83
H90 3.76 2.92 3.70
H91 2.36 3.27 4.73
H92 2.91 1.72 6.39
H93 4.39 2.65 6.01
H94 5.23 0.89 5.01
C35 -5.13 3.76 -1.30
C36 -4.28 3.88 -0.04
O14 -3.44 5.04 -0.12
H95 -5.61 2.78 -1.35
H96 -4.48 3.84 -2.18
H97 -5.90 4.53 -1.38
H98 -3.63 3.01 -0.01
H99 -4.91 3.91 0.85
H100 -3.62 5.56 0.67

E_HOMO	-8.6	eV
Kohn-Sham gap	9.1501	eV
calculated total energy	-73574.1196	eV
SMILES	COC[C@H](C)N.COC[C@H](C)N.COCCNCCOC.COCCNCCOC.CCO.CCO.CCO.CCO.CCO.CCO.CCO.CCO
2S+1	1
LUMO	0.6	eV

Results of the Löwdin charge analysis, in e, for atoms 1 through 5: number 1, C, carries -0.096; number 2, O, carries -0.203; number 3, C, carries -0.219; number 4, C, carries -0.441; number 5, C, carries -0.042